# 1
The following is a DFT calculation (wB97M-V/def2-TZVPD) of 2 unconnected molecules or ions with the total composition C2H7NO2 in a non-equilibrium geometry.

XYZ file:
```
12
C2H7NO2 | OMol25 | wB97M-V/def2-TZVPD
N 0.59 1.28 0.09
C 1.48 0.89 -0.86
O 2.66 0.77 -0.67
H -0.34 1.62 -0.10
H 0.90 1.31 1.04
H 1.05 0.65 -1.85
C -2.46 -1.19 0.15
O -1.49 -1.51 1.15
H -2.61 -2.05 -0.49
H -3.45 -1.01 0.59
H -2.16 -0.27 -0.32
H -1.50 -2.47 1.22
```

Properties
Net charge ... 0
Gap between HOMO and LUMO ... 10.65 eV
HOMO level ... -9.93 eV
Electronic energy ... -7772.12192 eV
Relative energy (zero: lowest compared OMol25 entry of this formula, charge and spin) ... 1.404 eV

Here is what Mulliken gives for the atomic charges, in e: N -0.31; C 0.15; O -0.54; H 0.22; H 0.20; H 0.29; C -0.46; O -0.49; H 0.28; H 0.24; H 0.12; H 0.30

***

# 2
The following is a DFT calculation (wB97M-V/def2-TZVPD) of 11 unconnected molecules or ions with the total composition C5H35N3O10 in a non-equilibrium geometry.

XYZ file:
```
53
C5H35N3O10 | OMol25 | wB97M-V/def2-TZVPD
C 3.85 0.49 1.27
C 2.51 0.93 0.77
C 1.32 0.14 1.39
C 0.51 -0.78 0.47
C 1.05 -1.86 -0.07
N 0.35 -2.70 -0.81
N -0.86 -0.46 0.42
N 2.20 0.99 -0.77
H 3.96 0.68 2.36
H 4.57 0.98 0.50
H 4.02 -0.58 0.98
H 2.39 2.07 1.05
H 0.60 0.67 2.11
H 2.01 -0.56 2.04
H 2.11 -2.02 -0.02
H -0.52 -2.58 -1.44
H 0.76 -3.70 -1.16
H -1.30 -0.41 1.36
H -0.92 0.53 0.04
H -1.44 -1.11 -0.18
H 1.24 1.38 -0.92
H 2.19 -0.04 -1.20
H 2.76 1.68 -1.27
H -2.68 -0.73 2.98
H -3.39 -1.69 1.88
O -2.84 -0.96 2.06
H 1.04 -0.40 -3.46
H 2.34 -0.90 -3.53
O 1.67 -0.86 -2.89
H -2.36 1.67 -2.51
H -2.88 1.93 -1.04
O -2.06 1.44 -1.53
H 0.15 3.60 -1.62
H -0.83 3.01 -0.55
O 0.09 3.16 -0.83
H -0.52 -3.30 -4.18
H 0.57 -2.63 -3.26
O -0.01 -3.40 -3.51
H -2.05 -1.02 4.87
H -2.11 0.57 5.00
O -2.59 -0.19 4.58
H 0.08 1.64 4.56
H 1.09 0.63 4.25
O 0.34 1.04 3.96
H -2.72 -3.42 -1.73
H -2.89 -1.83 -2.38
O -2.59 -2.45 -1.61
H -4.19 0.96 1.26
H -4.99 2.12 0.80
O -4.26 1.56 0.59
H 3.08 3.61 -3.20
H 4.16 3.01 -2.08
O 3.43 2.89 -2.72
```

Properties
Net charge ... +2
Gap between HOMO and LUMO ... 8.63 eV
HOMO level ... -14.00 eV
Electronic energy ... -30681.26730 eV
Relative energy (zero: lowest compared OMol25 entry of this formula, charge and spin) ... 4.512 eV

Here is what Mulliken gives for the atomic charges, in e: C -1.34; C 0.15; C -0.68; C -0.47; C -0.01; N -0.50; N 0.24; N 0.04; H 0.40; H 0.32; H 0.31; H 0.36; H 0.39; H 0.43; H 0.55; H 0.14; H 0.33; H 0.49; H 0.12; H 0.20; H 0.10; H 0.30; H 0.39; H 0.35; H 0.27; O -0.67; H 0.31; H 0.26; O -0.66; H 0.32; H 0.38; O -0.70; H 0.27; H 0.30; O -0.59; H 0.25; H 0.35; O -0.57; H 0.36; H 0.28; O -0.71; H 0.26; H 0.26; O -0.52; H 0.30; H 0.31; O -0.66; H 0.29; H 0.29; O -0.56; H 0.31; H 0.33; O -0.68

***

# 3
The following is a DFT calculation (wB97M-V/def2-TZVPD) of 3 unconnected molecules or ions with the total composition C4H11ClN2O in a non-equilibrium geometry.

XYZ file:
```
19
C4H11ClN2O | OMol25 | wB97M-V/def2-TZVPD
C 0.55 -1.24 1.45
C -0.30 -1.84 -0.94
C -0.57 -1.32 0.41
C 0.48 1.48 0.12
N -0.30 2.03 1.03
N 0.83 2.26 -0.86
O -1.70 -0.84 0.70
Cl -3.82 0.02 -1.06
H 0.28 -1.13 2.47
H 0.91 -0.18 1.24
H 1.27 -1.93 1.17
H 0.17 -2.89 -0.88
H 0.48 -1.26 -1.28
H -1.31 -1.88 -1.43
H -0.69 2.95 0.84
H -0.75 1.59 1.80
H 0.61 3.16 -1.10
H 1.25 1.77 -1.65
H -2.92 -0.10 -0.07
```

Properties
Net charge ... 0
Gap between HOMO and LUMO ... 9.26 eV
HOMO level ... -8.44 eV
Electronic energy ... -21874.70280 eV
Relative energy (zero: lowest compared OMol25 entry of this formula, charge and spin) ... 1.549 eV

Here is what Mulliken gives for the atomic charges, in e: C -1.04; C -1.21; C 0.98; C -0.30; N -0.26; N -0.33; O -0.66; Cl -0.38; H 0.38; H 0.36; H 0.40; H 0.32; H 0.31; H 0.29; H 0.17; H 0.21; H 0.17; H 0.21; H 0.38

***

# 4
The following is a DFT calculation (wB97M-V/def2-TZVPD) of a gas-phase ion, C6H11N2O2 (charge +1) in a non-equilibrium geometry.

XYZ file:
```
21
C6H11N2O2 | OMol25 | wB97M-V/def2-TZVPD
C -2.60 -0.83 -0.94
C -1.61 -0.42 0.09
O -1.15 -1.40 0.83
C -1.20 0.87 0.14
C -0.19 1.64 1.04
C 0.83 1.19 0.07
O 1.11 1.91 -1.05
N 1.52 0.13 0.34
C 2.60 -0.56 0.08
N 2.56 -1.87 0.13
H -3.06 -1.84 -0.64
H -2.11 -0.92 -1.83
H -3.45 -0.07 -1.06
H -0.28 -1.20 1.28
H -1.69 1.50 -0.50
H -0.21 2.66 1.13
H -0.17 1.16 2.03
H 0.44 2.70 -1.22
H 3.60 -0.01 -0.14
H 3.46 -2.37 0.04
H 1.62 -2.29 0.19
```

Properties
Net charge ... +1
Gap between HOMO and LUMO ... 8.64 eV
HOMO level ... -12.58 eV
Electronic energy ... -13467.24561 eV
Relative energy (zero: lowest compared OMol25 entry of this formula, charge and spin) ... 2.888 eV

Here is what Mulliken gives for the atomic charges, in e: C -1.21; C 0.86; O -0.59; C -0.50; C -0.81; C 0.63; O -0.53; N -0.26; C 0.09; N -0.26; H 0.35; H 0.33; H 0.33; H 0.35; H 0.39; H 0.40; H 0.21; H 0.41; H 0.32; H 0.26; H 0.24

***

# 5
The following is a DFT calculation (wB97M-V/def2-TZVPD) of a single C5H9NO molecule.

XYZ file:
```
16
C5H9NO | OMol25 | wB97M-V/def2-TZVPD
C -2.18 -1.56 1.78
C -0.59 -0.06 0.84
N -0.84 -1.28 1.31
O 0.61 -0.09 0.22
C 0.82 1.11 -0.50
C 0.89 1.01 -1.98
C 2.14 1.27 -1.17
H -2.59 -0.63 2.18
H -2.82 -1.88 0.95
H -2.19 -2.33 2.55
H -0.22 -2.06 1.11
H 0.33 1.95 -0.04
H 0.78 0.01 -2.41
H 0.45 1.81 -2.58
H 2.85 0.46 -1.08
H 2.57 2.27 -1.19
```

Properties
Net charge ... 0
Gap between HOMO and LUMO ... 9.84 eV
HOMO level ... -8.66 eV
Electronic energy ... -8865.86019 eV
Relative energy (zero: lowest compared OMol25 entry of this formula, charge and spin) ... 3.352 eV

Here is what Mulliken gives for the atomic charges, in e: C -0.65; C -0.65; N 0.10; O -0.30; C 0.12; C -0.53; C -0.56; H 0.30; H 0.26; H 0.29; H 0.25; H 0.45; H 0.24; H 0.22; H 0.22; H 0.24

***

# 6
The following is a DFT calculation (wB97M-V/def2-TZVPD) of 3 unconnected molecules or ions with the total composition C2H12N3OSi in a non-equilibrium geometry.

XYZ file:
```
19
C2H12N3OSi | OMol25 | wB97M-V/def2-TZVPD
C -3.80 0.92 -0.85
C 0.44 0.04 -0.05
N 1.43 -0.83 -0.14
N 0.62 1.32 -0.24
N 4.29 -0.73 0.26
O -3.36 -0.21 -0.08
Si -2.26 -0.73 0.96
H -4.67 1.35 -0.24
H -4.38 0.46 -1.71
H -2.92 1.53 -1.14
H 2.24 -0.39 -0.51
H 1.30 -1.81 -0.08
H -0.19 1.82 0.05
H 1.48 1.77 -0.45
H 4.84 -1.21 -0.40
H 4.76 0.17 0.47
H 4.43 -1.31 1.14
H -1.65 0.12 1.99
H -2.63 -2.26 1.02
```

Properties
Net charge ... +1
Gap between HOMO and LUMO ... 8.87 eV
HOMO level ... -12.88 eV
Electronic energy ... -16655.89866 eV
Relative energy (zero: lowest compared OMol25 entry of this formula, charge and spin) ... 3.268 eV

Here is what Mulliken gives for the atomic charges, in e: C -0.42; C -0.10; N -0.21; N -0.26; N -0.78; O -0.09; Si 0.45; H 0.24; H 0.23; H 0.25; H 0.22; H 0.21; H 0.24; H 0.19; H 0.25; H 0.25; H 0.26; H 0.00; H 0.04

***

- net charge of number 6 (C2H12N3OSi)?
  +1